# C5H15N3

A 2-piece molecular cluster, C5H15N3 overall (ωB97M-V/def2-TZVPD, OMol25).

XYZ file:
```
23
Properties=species:S:1:pos:R:3:forces:R:3:lowdin_charge:R:1
N 0.055892 3.561729 0.774905 0.1274 -0.2253 -0.5920 0.02
C 0.263592 2.350078 0.053490 0.0637 0.0199 0.9948 -0.21
C 1.276095 2.136539 -0.771059 0.4007 -0.0733 -1.0106 -0.22
N 1.443830 0.921778 -1.516514 -0.4386 -0.2026 0.6426 -0.01
H -0.759576 3.483369 1.357116 -0.1428 0.0614 0.1286 0.06
H -0.104268 4.310314 0.115206 0.1189 0.2528 0.1677 0.07
H -0.388647 1.544389 0.373027 -0.0501 -0.1631 -0.4628 0.09
H 2.039057 2.881560 -0.979453 -0.2902 0.4421 0.2301 0.10
H 2.036645 0.281043 -1.009455 0.1239 -0.1721 -0.1768 0.06
H 1.813717 1.067870 -2.442976 0.1004 0.0873 0.0684 0.06
C -0.821043 -0.883896 1.822568 0.1206 0.1054 0.1207 -0.13
C -0.188447 -1.651346 0.669486 -0.7967 -0.0684 -0.3227 -0.27
C -1.203732 -2.580206 0.002173 0.4578 -0.4820 0.1072 -0.32
N -0.588445 -3.262654 -1.144665 -0.1921 0.4140 0.0294 -0.02
H -1.151284 -1.557079 2.614046 -0.0463 -0.0301 0.0321 0.07
H -1.690580 -0.314543 1.487160 -0.0602 -0.0713 -0.0650 0.07
H -0.137444 -0.161442 2.271592 0.1066 -0.0769 -0.0153 0.06
H 0.145266 -0.967864 -0.112384 0.2740 0.0155 0.1028 0.08
H 0.641807 -2.270944 1.012378 0.1937 0.1624 0.0279 0.11
H -2.066292 -2.021069 -0.360478 0.0161 0.1272 -0.0106 0.11
H -1.571976 -3.310414 0.738324 -0.1033 0.1706 0.1089 0.11
H -1.285419 -3.831853 -1.599970 0.0665 -0.2121 -0.1442 0.05
H 0.172237 -3.859575 -0.847820 -0.0499 -0.0813 0.0388 0.06
```
Positions in Å, forces in eV/Å.

Results
ΔE to the lowest compared entry with this formula, charge and spin = 1.5177 eV
Energy = -9897.6335 eV
2S+1 = 1
LUMO energy = 1.126 eV
SMILES = N/C=C/N.CCCN
Charge = 0

=====

# C5H15N3

One molecule with the formula C5H15N3 (ωB97M-V/def2-TZVPD, OMol25).

XYZ file:
```
23
Properties=species:S:1:pos:R:3:forces:R:3:lowdin_charge:R:1
C 2.051039 -0.400008 -2.195758 -4.0426 1.9989 1.5681 -0.07
N 1.139260 0.090353 -1.057750 -1.3667 -3.3662 -1.4997 -0.08
C 0.695484 -0.740670 0.108221 0.2492 -0.7174 -0.4929 -0.40
C 1.895042 -1.325604 0.875905 1.7132 0.7818 0.3681 -0.10
C -0.166987 0.057565 1.094379 -1.9457 -2.8939 1.1404 -0.21
N -1.623301 0.051383 0.693647 -1.0955 -1.0539 -1.3421 -0.11
C -2.206575 1.206042 -0.052103 3.3889 2.1336 2.5847 -0.34
N -3.152400 1.959149 0.791773 -0.1661 -1.3366 1.2566 -0.05
H 2.170927 0.526987 -2.806407 -0.0308 -1.3109 -0.0427 0.10
H 1.486496 -1.226174 -2.571293 -0.2864 -0.2008 -1.3299 0.06
H 2.923433 -0.803880 -1.871428 3.0411 -0.8086 1.0708 0.02
H 1.473271 0.936409 -0.782936 0.9036 2.7743 1.4404 0.04
H -0.102491 -1.651856 -0.112796 2.3603 2.0684 -0.3005 0.17
H 1.621607 -1.430532 1.925921 0.2423 0.0463 0.0778 0.04
H 2.107693 -2.328302 0.569471 0.3821 -0.6122 -0.4931 0.05
H 2.923721 -0.726211 0.846416 -2.3713 -0.9677 -0.1681 0.12
H 0.077995 1.103820 1.254166 0.3306 -0.0349 0.1540 0.11
H -0.012651 -0.653961 2.145968 -0.9177 2.5765 -2.6427 0.16
H -2.093537 -0.857781 0.237891 2.2850 2.3971 1.6368 0.15
H -2.650122 0.855808 -0.936501 -0.5568 -0.1762 -1.3055 0.08
H -1.409522 2.063301 -0.256251 -0.9494 -2.3533 -0.2069 0.13
H -4.031787 1.788984 0.324210 -0.6775 0.1458 0.8801 0.04
H -3.116597 1.505189 1.775248 -0.4900 0.9100 -2.3536 0.10
```
Positions in Å, forces in eV/Å.

Results
ΔE to the lowest compared entry with this formula, charge and spin = 3.8880 eV
Energy = -9895.2632 eV
2S+1 = 1
LUMO energy = 1.076 eV
SMILES = CN[C@@H](C)CNCN
Charge = 0

=====

# C5H15N3

One molecule with the formula C5H15N3 (ωB97M-V/def2-TZVPD, OMol25).

XYZ file:
```
23
Properties=species:S:1:pos:R:3:forces:R:3:lowdin_charge:R:1
C -2.340321 2.365636 -0.736050 0.0136 -0.4741 -0.1825 -0.15
N -0.909236 2.084823 -0.654018 -0.1251 0.3994 0.8252 -0.13
C -0.544143 0.896028 0.137589 0.1957 -0.2766 -0.7456 -0.20
C 0.368966 -0.062595 -0.687127 0.0361 -0.2419 1.4200 -0.38
N -0.414147 -1.273194 -0.945293 -0.3076 0.1396 0.0235 0.03
C 1.617564 -0.419303 0.116991 0.6624 0.6923 -0.3620 -0.19
C 1.502062 -1.295603 1.346366 -0.6385 -0.3071 -0.1260 -0.30
N 1.642092 -2.698377 0.971108 -0.6328 -0.4645 -0.2341 -0.01
H -2.832935 2.626507 0.209846 0.1309 -0.0032 0.0712 0.07
H -2.488144 3.179195 -1.444675 -0.1583 -0.0315 -0.0282 0.07
H -2.824800 1.461614 -1.111247 -0.1743 0.1791 -0.1356 0.07
H -0.507176 2.881174 -0.168036 0.1825 -0.0514 -0.3538 0.10
H -1.408351 0.280125 0.405101 -0.1696 0.4048 0.2012 0.11
H -0.040691 1.211952 1.054521 -0.0334 -0.1781 0.0209 0.11
H 0.683716 0.503348 -1.558113 -0.0244 -0.0486 -0.3982 0.12
H -1.305697 -1.007482 -1.343651 -0.0021 -0.2562 -0.1766 0.07
H 0.018980 -1.974855 -1.529972 0.1929 0.2687 -0.2373 0.07
H 2.126632 0.523447 0.349436 -0.2808 0.1050 0.2997 0.11
H 2.368241 -0.880956 -0.519042 -0.0396 -0.4525 -0.2948 0.11
H 0.626520 -1.112429 1.981314 -0.3230 0.2163 -0.3984 0.11
H 2.315383 -1.098982 1.981581 1.2892 0.5138 0.8494 0.09
H 0.854093 -2.897969 0.360694 0.0650 -0.2004 -0.0081 0.04
H 1.491392 -3.292096 1.782676 0.1411 0.0671 -0.0298 0.06
```
Positions in Å, forces in eV/Å.

Results
ΔE to the lowest compared entry with this formula, charge and spin = 1.2871 eV
Energy = -9897.8641 eV
2S+1 = 1
LUMO energy = 1.051 eV
SMILES = CNC[C@H](N)CCN
Charge = 0

=====

Question: Among the records above, which one has the highest ΔE to the lowest compared entry with this formula, charge and spin?
Answer: number 2

=====

Question: Look up the ΔE to the lowest compared entry with this formula, charge and spin of the second one.
Answer: 3.8880 eV

=====

Repeat the first record exactly.
# C5H15N3

A 2-piece molecular cluster, C5H15N3 overall (ωB97M-V/def2-TZVPD, OMol25).

XYZ file:
```
23
Properties=species:S:1:pos:R:3:forces:R:3:lowdin_charge:R:1
N 0.055892 3.561729 0.774905 0.1274 -0.2253 -0.5920 0.02
C 0.263592 2.350078 0.053490 0.0637 0.0199 0.9948 -0.21
C 1.276095 2.136539 -0.771059 0.4007 -0.0733 -1.0106 -0.22
N 1.443830 0.921778 -1.516514 -0.4386 -0.2026 0.6426 -0.01
H -0.759576 3.483369 1.357116 -0.1428 0.0614 0.1286 0.06
H -0.104268 4.310314 0.115206 0.1189 0.2528 0.1677 0.07
H -0.388647 1.544389 0.373027 -0.0501 -0.1631 -0.4628 0.09
H 2.039057 2.881560 -0.979453 -0.2902 0.4421 0.2301 0.10
H 2.036645 0.281043 -1.009455 0.1239 -0.1721 -0.1768 0.06
H 1.813717 1.067870 -2.442976 0.1004 0.0873 0.0684 0.06
C -0.821043 -0.883896 1.822568 0.1206 0.1054 0.1207 -0.13
C -0.188447 -1.651346 0.669486 -0.7967 -0.0684 -0.3227 -0.27
C -1.203732 -2.580206 0.002173 0.4578 -0.4820 0.1072 -0.32
N -0.588445 -3.262654 -1.144665 -0.1921 0.4140 0.0294 -0.02
H -1.151284 -1.557079 2.614046 -0.0463 -0.0301 0.0321 0.07
H -1.690580 -0.314543 1.487160 -0.0602 -0.0713 -0.0650 0.07
H -0.137444 -0.161442 2.271592 0.1066 -0.0769 -0.0153 0.06
H 0.145266 -0.967864 -0.112384 0.2740 0.0155 0.1028 0.08
H 0.641807 -2.270944 1.012378 0.1937 0.1624 0.0279 0.11
H -2.066292 -2.021069 -0.360478 0.0161 0.1272 -0.0106 0.11
H -1.571976 -3.310414 0.738324 -0.1033 0.1706 0.1089 0.11
H -1.285419 -3.831853 -1.599970 0.0665 -0.2121 -0.1442 0.05
H 0.172237 -3.859575 -0.847820 -0.0499 -0.0813 0.0388 0.06
```
Positions in Å, forces in eV/Å.

Results
ΔE to the lowest compared entry with this formula, charge and spin = 1.5177 eV
Energy = -9897.6335 eV
2S+1 = 1
LUMO energy = 1.126 eV
SMILES = N/C=C/N.CCCN
Charge = 0

=====

Question: What is the LUMO energy in the third record?
Answer: 1.051 eV